Density functional theory data (ωB97M-V with the def2-TZVPD basis set) for a cluster of 2 separate species, C2H11N3O2 in total in a non-equilibrium geometry.

Properties
Spin multiplicity: 1
Highest occupied orbital energy: -8.8 eV
Electronic energy: -397.3748 Ha
SMILES string: CNN(N)O.CO
Molar mass: 109.13 g mol⁻¹
LUMO energy: 0.73 eV
Frontier orbital gap: 0.3491 hartree
Total charge: 0

Structure (XYZ):
```
18
C2H11N3O2 ωB97M-V with the def2-TZVPD basis set
C 0.6780 -1.6204 -0.0024
N 1.1267 -0.2425 -0.0759
N 0.8817 0.6377 1.4273
N -0.3965 1.0217 1.4901
O 1.1012 -0.2639 2.4881
H 0.7342 -2.0963 -0.9854
H -0.3696 -1.6283 0.3125
H 1.2529 -2.2183 0.7106
H 2.1243 -0.1689 -0.2464
H -0.6494 1.4648 0.5475
H -1.0425 0.2611 1.7137
H 1.9538 0.0124 2.8488
C -1.5680 0.8346 -1.8936
O -0.5057 1.3601 -1.1422
H -2.1724 0.1126 -1.3217
H -2.2322 1.6450 -2.2109
H -1.2122 0.3174 -2.7956
H 0.2956 0.5711 -0.8646
```

=====

Density functional theory data (ωB97M-V with the def2-TZVPD basis set) for a structure of composition C40H33BrMoN11O2S2.

Properties
Spin multiplicity: 3
Highest occupied orbital energy (spin up / spin down): -10.0 / -10.0 eV
⟨S²⟩: 2.029
Electronic energy: -5735.3116 Ha
Molar mass: 939.76 g mol⁻¹
LUMO energy (spin up / spin down): -3.54 / -3.77 eV
Frontier orbital gap (spin up / spin down): 0.2374 / 0.2301 hartree
Total charge: +1

Structure (XYZ):
```
90
C40H33BrMoN11O2S2 ωB97M-V with the def2-TZVPD basis set
Mo -0.4566 0.2821 0.4251
N 0.9203 2.1341 -3.3798
C 0.3310 1.4284 -2.3996
S -0.0772 2.2770 -0.9436
N 0.0895 0.1701 -2.6603
N -0.5039 -0.4981 -1.6006
C -1.1063 -1.5898 -1.9258
C -1.2576 -2.0554 -3.3268
C -2.5293 -2.0658 -3.8883
C -2.7070 -2.4913 -5.1983
C -1.6176 -2.9237 -5.9378
C -0.3481 -2.9246 -5.3715
C -0.1640 -2.4822 -4.0730
C -1.6970 -2.3823 -0.8302
C -2.2323 -3.6345 -1.0764
C -2.7227 -4.3757 -0.0103
C -2.6600 -3.8327 1.2546
C -2.1014 -2.5718 1.4181
N -1.6267 -1.8485 0.4050
H 1.1288 3.1075 -3.2609
H 1.1390 1.6778 -4.2487
H -3.3825 -1.7359 -3.3059
H -3.6962 -2.4875 -5.6360
H -1.7548 -3.2601 -6.9566
H 0.5030 -3.2597 -5.9489
H 0.8276 -2.4512 -3.6421
H -2.2485 -4.0256 -2.0818
H -3.1357 -5.3619 -0.1738
H -3.0156 -4.3674 2.1234
H -2.0148 -2.1497 2.4069
N 6.5725 5.0406 0.9762
C 5.7785 3.9316 0.8629
C 5.8688 2.8973 1.8048
C 5.0552 1.7910 1.7061
C 4.1425 1.6927 0.6614
C 4.0501 2.7052 -0.2871
C 4.8550 3.8196 -0.1848
S 3.1083 0.3045 0.5432
O 2.8880 0.0379 -0.8561
O 3.6213 -0.7260 1.4025
N 1.6192 0.7420 1.1015
C 1.3122 1.8345 1.8214
N 2.1089 2.6315 2.5286
C 1.5163 3.6551 3.1230
C 0.1482 3.9268 3.0518
C -0.6153 3.0423 2.3229
N -0.0290 2.0147 1.7222
H 7.3490 5.0274 1.6112
H 6.6381 5.6842 0.2095
H 6.5860 2.9716 2.6127
H 5.1224 0.9953 2.4346
H 3.3479 2.6104 -1.1055
H 4.7882 4.6081 -0.9242
H 2.1644 4.3035 3.7029
H -0.2927 4.7747 3.5510
H -1.6897 3.1357 2.2162
C -5.2605 2.5192 -2.1583
C -5.5080 2.6457 -0.7961
C -4.6399 2.0939 0.1291
C -3.5140 1.4126 -0.3179
C -3.2439 1.3015 -1.6705
C -4.1288 1.8481 -2.5908
N -2.5952 0.8121 0.6472
N -3.0887 0.7038 1.7923
C -2.2287 0.1929 2.7880
C -2.7710 0.0459 4.0610
C -1.9599 -0.4406 5.0726
C -0.6297 -0.7448 4.7939
C -0.0957 -0.5795 3.5176
C -0.9050 -0.1250 2.4863
H -5.9436 2.9536 -2.8755
H -6.3826 3.1785 -0.4482
H -4.8354 2.1930 1.1858
H -2.3543 0.8117 -2.0267
H -3.9144 1.7526 -3.6470
H -3.8050 0.3126 4.2369
H -2.3501 -0.5705 6.0722
H 0.0077 -1.1093 5.5901
H 0.9510 -0.7962 3.3380
Br 1.8467 -5.2797 2.9821
C 1.8584 -4.2322 1.4137
C 2.5609 -4.6265 0.2899
C 2.5078 -3.8039 -0.8224
C 1.7716 -2.6324 -0.7587
N 1.1014 -2.2507 0.3293
C 1.1463 -3.0470 1.3927
H 3.1304 -5.5457 0.2845
H 3.0408 -4.0573 -1.7280
H 1.7438 -1.9507 -1.5976
H 0.5899 -2.7395 2.2695
```

=====

Per-record energy relative to the best compared isomer or geometry (same formula, charge and spin), kcal per mole: 121.2 7.7